(1)
Entry from OMol25: a 8-piece molecular cluster, C37H43F25N2O17S overall at a distorted geometry (ωB97M-V/def2-TZVPD).

Geometry as XYZ:
```
125
Properties=species:S:1:pos:R:3:forces:R:3:lowdin_charge:R:1
H -4.388785 3.396105 1.426992 -0.005 -0.043 0.023 0.08
C 1.499122 -7.531276 -2.275659 -0.074 0.124 -0.172 -0.40
N 3.952839 -4.443587 1.125027 -0.757 0.654 -0.057 0.24
H 6.081819 -5.397648 -10.110033 0.032 -0.006 0.027 0.08
O 4.566431 -1.522673 -0.609367 -0.209 0.017 -0.285 -0.20
O -8.905454 12.332891 2.550437 0.041 -0.012 0.011 0.04
F -7.399039 12.546868 4.734925 -0.040 0.031 0.165 0.18
H -9.879237 9.781660 2.206726 0.002 0.004 -0.040 0.08
C 3.145292 -0.897426 1.727145 0.257 0.203 0.036 -0.19
F 1.556835 -5.160018 -2.418828 0.006 0.174 -0.078 0.17
C 6.186298 -4.389208 -9.711593 -0.136 -0.043 -0.026 -0.06
C -6.788105 12.366547 3.566665 -0.158 -0.137 -0.214 -0.56
C 1.846502 -2.883542 0.989881 -0.055 -0.053 0.500 -0.27
H -5.009273 9.775828 1.415197 -0.020 0.015 -0.001 0.07
F -6.373426 13.555856 3.117635 0.066 0.165 -0.015 0.17
H 3.093785 -9.505583 -2.440284 -0.098 0.060 0.001 0.13
H -2.184618 2.981293 3.521969 -0.002 0.070 0.015 0.12
H 3.971130 -7.599781 -4.674866 0.060 0.009 -0.032 0.07
H 0.449973 -2.155304 2.545185 0.191 -0.007 0.173 0.11
O 2.510809 -2.416943 -1.723474 0.080 0.044 -0.177 -0.22
H -3.375400 9.378532 -0.431328 0.028 -0.063 -0.007 0.13
O -4.064352 7.557346 -0.950715 -0.034 -0.014 -0.025 0.03
O -0.031084 -0.032376 7.459253 0.024 -0.014 0.052 0.18
H -5.847082 8.279944 1.016889 -0.027 0.046 -0.021 0.08
H 1.127813 -2.206565 8.680612 0.000 0.028 0.028 0.08
H 6.221234 -5.774958 -0.501391 -0.004 -0.045 -0.010 0.12
H 1.268082 0.367655 -0.111856 0.003 0.027 0.281 0.12
O 7.662734 -5.519240 -3.947789 -0.073 0.011 0.058 0.17
F -5.692005 4.739289 -2.162268 -0.087 -0.150 -0.065 0.18
H -2.965418 2.372553 1.229022 0.016 -0.032 0.003 0.06
C -3.219513 3.125921 3.219358 0.145 -0.267 -0.087 -0.18
H -4.190425 8.219322 1.636764 0.016 0.044 0.000 0.08
C 3.540017 -8.590614 -2.826962 0.167 -0.245 -0.081 -0.17
C 2.222858 -1.403375 0.683752 0.103 0.149 0.251 -0.37
F -4.854044 5.754104 6.056960 0.038 0.033 0.163 0.17
O 2.815221 -7.446421 -2.313014 -0.313 -0.347 0.092 -0.01
F -3.957608 5.636932 -3.090980 0.093 -0.039 -0.129 0.17
O 0.799121 -8.456252 -2.556993 0.082 -0.032 0.047 0.18
F -4.442074 6.845409 4.233351 0.066 0.145 -0.045 0.16
H 4.179381 -9.355119 -4.725935 0.015 -0.012 0.021 0.09
H 1.976689 0.138394 8.920544 -0.056 -0.009 -0.041 0.13
C -1.450636 -0.098060 0.207789 0.275 -0.064 -0.115 -0.65
F -3.854282 4.935634 -1.044279 0.126 -0.194 0.060 0.16
H 0.859611 0.033519 1.552254 -0.060 -0.190 0.022 0.13
F -1.587660 0.309596 1.474398 0.024 0.102 0.575 0.14
C 4.950186 -5.246042 -2.158778 0.051 -0.178 -0.231 -0.04
F 7.278862 -8.875029 -3.604812 -0.143 -0.189 0.017 0.16
O -0.863249 -4.401065 2.894936 0.601 0.239 -0.357 0.08
O -3.622215 4.346853 3.883055 -0.034 0.000 0.045 0.04
C 0.088500 -4.219327 2.177425 -0.488 -0.089 0.398 -0.23
H -9.402953 11.680916 0.645811 0.054 -0.024 0.034 0.12
C 0.939294 -6.168306 -1.809152 0.087 -0.144 0.021 -0.54
C 2.198235 -2.007350 8.712280 -0.062 -0.031 -0.122 -0.06
C 1.045305 -3.039544 2.319702 -0.092 -0.398 -0.573 -0.08
H 3.566361 -0.375085 8.336779 -0.001 -0.009 -0.055 0.13
H -11.027874 10.796232 3.091647 -0.035 0.009 -0.023 0.08
O 4.576291 -4.725497 -7.906831 0.003 -0.018 -0.014 0.03
H -5.023778 9.393646 -1.071177 -0.038 -0.069 -0.007 0.13
O -5.807073 3.777795 3.738404 0.023 -0.030 -0.020 0.17
H -0.219413 -1.313244 -0.998806 0.012 -0.046 0.105 0.15
H -10.586078 12.682854 1.498892 0.020 0.017 0.049 0.13
F 1.144917 1.350464 4.835234 0.040 0.137 -0.082 0.17
C 4.303326 -6.016686 -7.877064 -0.066 -0.029 0.005 -0.41
C 5.943600 -4.364951 -8.220024 0.201 0.093 -0.011 -0.18
F 2.025534 -5.382872 -8.167409 -0.166 0.069 -0.065 0.18
C 2.500590 -0.585733 8.298271 0.109 0.005 0.226 -0.19
F -0.359127 -6.076833 -2.039844 -0.172 -0.002 -0.019 0.19
H 2.703403 -2.712186 8.051763 0.032 0.002 0.030 0.08
H -0.595230 -1.965509 0.599377 0.042 0.047 0.025 0.12
F 9.227499 -8.140682 -3.015721 0.136 -0.079 0.115 0.17
C 8.147496 -7.873264 -3.754399 -0.034 0.296 -0.075 -0.56
C -7.734002 11.726039 2.522987 0.035 0.035 0.078 -0.40
C 0.869229 -0.103924 6.678014 0.007 0.015 -0.103 -0.41
H 2.548831 -2.173411 9.730323 0.009 0.004 0.012 0.08
C -4.337273 8.871665 -0.405974 0.001 0.298 0.059 -0.18
H 4.539797 -8.486350 -2.410093 -0.001 0.048 0.007 0.12
H 7.196316 -4.039073 -9.921979 0.014 0.006 0.004 0.08
C -10.580515 10.609963 2.115271 0.083 -0.009 0.114 -0.06
F -0.614486 0.096385 4.847046 -0.149 0.027 -0.078 0.17
H 6.057129 -3.364191 -7.811117 -0.055 0.004 -0.001 0.13
F -5.727001 11.594279 3.753785 0.154 -0.067 0.053 0.17
C 6.304849 -5.520712 -1.555007 -0.090 0.297 0.229 -0.17
H 0.314378 -4.911556 1.346261 -0.032 -0.089 0.057 0.12
C -9.890746 11.853700 1.604081 -0.179 -0.020 -0.176 -0.19
O 5.045135 -6.935107 -8.065592 0.028 0.060 -0.004 0.17
C -0.294471 -1.064734 0.064287 -0.021 0.014 -0.220 -0.04
C 3.048635 -3.728198 1.055164 0.682 -0.755 0.064 -0.19
C 2.817678 -6.214712 -7.496397 0.318 0.007 -0.061 -0.56
H 1.262581 -3.292507 0.153857 0.034 0.331 0.089 0.13
F 1.137895 -6.021084 -0.482639 0.039 -0.007 0.095 0.14
F 2.855014 -0.073594 -1.473442 0.202 0.229 -0.160 -0.12
H 5.033191 -4.972928 -3.211818 0.052 0.063 0.008 0.09
O -6.227401 7.291781 -1.562427 0.006 0.055 0.006 0.17
O 2.142544 -0.356933 6.914143 -0.036 0.006 -0.003 0.04
C -4.878631 8.778125 1.000827 0.048 -0.201 0.016 -0.05
C 1.002946 -0.434607 0.577466 -0.008 -0.150 -0.206 -0.10
F -1.289597 1.001754 -0.537989 0.229 0.279 -0.214 0.15
F 2.668986 -5.975933 -6.186133 -0.123 0.075 0.176 0.16
F -6.454696 6.201316 4.675056 -0.157 0.076 0.017 0.18
C -5.176492 5.866395 4.764556 0.030 -0.253 -0.130 -0.56
C -4.643137 5.518167 -1.949434 -0.124 0.334 0.120 -0.56
H 2.555926 -8.656108 -4.747260 -0.001 -0.021 0.012 0.08
H 6.975386 -4.668135 -1.652477 0.079 -0.068 -0.108 0.13
O -7.385072 10.836095 1.804162 -0.035 0.011 -0.032 0.16
H -11.368056 10.317908 1.421421 -0.010 0.004 -0.012 0.08
S 3.179005 -1.481636 -0.890314 -0.027 -0.221 0.434 0.67
H 4.310335 -6.124688 -2.087233 0.205 0.342 0.116 0.06
F 1.317375 -0.767746 4.429724 0.032 -0.055 -0.081 0.14
C 3.559144 -8.548591 -4.336175 -0.028 0.005 -0.011 -0.05
F 2.437690 -7.460283 -7.739359 -0.091 -0.135 -0.016 0.18
N 3.859558 -0.479115 2.528510 -0.504 -0.282 -0.438 0.24
H 5.478200 -3.737844 -10.224286 0.032 0.027 0.004 0.08
C 0.671428 0.146831 5.165557 0.015 -0.064 0.208 -0.55
H -2.783652 4.126579 1.367990 0.043 -0.040 -0.004 0.08
H 1.719170 -3.275400 3.147073 -0.058 0.308 0.019 0.14
F 8.512720 -7.820756 -5.027914 0.029 -0.015 -0.113 0.18
C 7.533834 -6.523044 -3.310184 0.062 -0.062 -0.067 -0.41
O 6.921992 -6.689648 -2.155621 -0.035 -0.015 0.034 0.03
C -3.348050 3.262801 1.720733 -0.114 0.227 -0.018 -0.05
H -3.809541 2.295290 3.604660 -0.080 0.069 0.015 0.13
H 6.614118 -5.036224 -7.689268 -0.003 -0.089 0.030 0.12
C -4.922088 4.518254 4.048069 0.005 0.098 0.012 -0.41
C -5.099056 6.912727 -1.458544 0.019 -0.096 0.016 -0.41
F -2.603464 -0.646533 -0.152926 -0.377 -0.380 -0.186 0.17
H 4.469873 -4.425545 -1.630101 0.012 0.021 0.041 0.05
```
Positions in Å, forces in eV/Å.

Net charge: 0
HOMO level: -10.85 eV
SMILES: N#C[C@@H](CC=O)[C@](C#N)(CCC(F)(F)F)S(=O)(=O)F.CCOC(=O)C(F)(F)F.CCOC(=O)C(F)(F)F.CCOC(=O)C(F)(F)F.CCOC(=O)C(F)(F)F.CCOC(=O)C(F)(F)F.CCOC(=O)C(F)(F)F.CCOC(=O)C(F)(F)F
Largest force on an atom: 1.02 eV Å⁻¹
DFT total energy: -5719.2410 hartree



(2)
Entry from OMol25: C37H43FN2O5RuS as an isolated structure at a distorted geometry (ωB97M-V/def2-TZVPD).

Geometry as XYZ:
```
90
Properties=species:S:1:pos:R:3:forces:R:3:mulliken_spin:R:1
H 3.787884 0.648834 5.519890 0.057 0.006 0.001 0.00
C -0.750862 6.213046 0.758226 0.008 -0.013 -0.038 0.00
H -2.285180 0.650040 2.327633 -0.043 0.131 -0.006 -0.01
C 2.846902 -0.405048 3.860690 0.115 -0.076 0.253 0.00
C -2.107902 -1.335810 3.208952 -0.152 0.173 0.098 0.05
H 0.955951 3.670074 -3.174325 -0.003 0.011 0.041 0.00
H 0.519056 3.757563 4.329038 -0.043 -0.003 0.034 0.01
C -4.938430 5.405842 0.236961 -0.010 0.029 -0.004 0.00
S 0.648128 2.624925 2.251854 0.200 -0.366 -0.568 0.37
C -0.988926 0.687193 -1.864014 0.323 0.592 -0.395 0.04
H -6.069067 7.891845 -0.381381 0.000 0.017 0.001 0.00
C 3.591041 -1.725239 4.110491 0.013 0.108 -0.122 0.01
H 4.502445 0.996465 -0.113560 -0.068 -0.009 -0.001 0.00
H 3.153169 1.715977 4.260755 0.010 -0.003 -0.008 0.00
C -5.483084 7.836678 0.537019 -0.019 -0.014 0.014 0.00
O 2.531441 1.554134 -0.273778 -0.243 -0.003 0.011 0.02
C 0.163216 2.787383 3.989525 -0.120 -0.205 -0.135 0.00
H -1.117511 2.927643 -4.384012 -0.020 0.010 0.006 0.00
O 2.589440 3.597748 -1.242153 -0.091 0.072 0.025 0.00
C -4.601200 2.959747 -0.073498 0.016 0.013 0.028 0.00
O -2.457053 -1.134189 -2.106747 -0.056 0.189 -0.307 0.00
H 4.620217 -1.652333 3.754337 0.002 -0.022 0.000 0.00
C -1.144301 -0.712591 5.456896 -0.028 0.063 0.062 0.00
H 3.617064 -1.949411 5.178236 0.003 -0.010 0.008 0.00
C 1.560930 -4.793955 0.722899 -0.008 0.046 0.033 0.15
H -2.431876 -3.229800 4.226938 -0.038 -0.033 0.012 0.00
C 0.362169 2.835532 -2.828748 -0.063 0.027 -0.167 -0.01
C -0.087585 -0.392401 6.289994 -0.012 -0.019 0.012 0.01
H -3.581720 -1.966627 4.686083 -0.003 -0.028 0.019 0.00
H -0.262989 -0.216831 7.343223 0.007 -0.024 0.003 0.00
F 1.467296 -1.354704 -0.374564 0.038 0.000 -0.063 0.03
C 0.354031 -0.805268 3.583417 0.024 -0.182 1.044 -0.01
C -2.211859 5.905084 0.557032 -0.049 -0.226 0.016 0.00
H -2.141692 -0.789236 5.870843 0.004 -0.025 -0.010 0.00
H -3.317277 0.386586 3.740361 -0.001 0.040 -0.004 0.00
Ru 0.124498 0.626933 0.992751 0.456 0.883 1.123 3.54
O -1.492886 -0.840001 -0.124182 0.092 0.182 0.001 0.04
C 1.124448 -4.647997 2.035703 -0.034 -0.090 0.124 -0.06
C 2.049198 2.551291 -1.026720 0.501 -0.173 0.030 -0.01
C 1.440725 -0.492548 4.424376 -0.093 0.009 -0.428 0.00
H 4.193999 2.734532 0.147057 0.000 0.030 -0.018 0.00
H 1.810877 -5.772490 0.338206 0.009 0.004 -0.022 0.01
H -0.623370 7.256347 1.039095 0.010 -0.001 -0.009 0.00
H 0.477006 -3.287226 3.564266 0.031 -0.045 0.002 0.01
H -1.708802 -1.760338 2.286819 0.017 -0.016 -0.008 0.01
H -3.743265 -0.338533 2.179918 -0.011 0.032 -0.011 0.00
H -0.177981 6.040626 -0.156233 0.029 0.037 0.021 0.00
H -2.793235 7.940951 0.823771 0.025 -0.010 0.004 0.00
C -4.060350 4.339304 0.177668 0.176 -0.018 0.017 0.01
H -4.086382 2.483693 -0.908777 -0.011 -0.046 0.005 0.00
C 1.680287 -3.675657 -0.094049 0.028 -0.052 -0.086 -0.07
H 2.766346 -0.249247 2.781668 0.009 -0.004 0.009 -0.02
H -2.875348 -1.875202 -1.644269 0.003 -0.043 0.108 0.00
C -2.913691 -0.082627 2.841587 0.113 -0.202 -0.081 -0.01
H -6.183311 7.681133 1.359343 -0.003 0.025 0.001 0.00
N 0.091014 1.114293 -1.196123 -0.226 -0.027 -0.523 0.04
H -5.998872 5.224914 0.100566 0.004 -0.021 0.002 0.00
C 0.814000 -3.404743 2.542410 -0.067 0.115 -0.118 0.16
H -2.340886 0.924535 -3.495420 0.045 0.009 -0.061 0.00
C -4.499683 6.707119 0.468266 0.103 -0.064 -0.002 0.00
N 0.612673 -1.001787 2.204586 -0.251 0.187 -0.957 0.43
C -1.662711 -0.485892 -1.274179 -0.267 -0.484 0.462 -0.01
H -0.312777 5.588988 1.537890 0.036 0.026 0.005 0.00
C 1.195554 -0.304619 5.776998 -0.009 0.008 0.065 -0.01
H -4.445423 2.324011 0.797614 -0.017 -0.057 -0.020 0.00
H 4.637321 0.783888 3.985464 0.019 0.057 0.022 0.00
C -1.686699 3.532229 0.247262 0.136 -0.167 -0.082 -0.03
H -0.662434 3.883270 0.056102 0.062 -0.056 0.111 0.00
C 0.909799 -2.246064 1.738889 0.082 -0.567 0.330 0.03
C -0.777237 2.414546 -3.495634 0.191 0.099 0.084 0.01
C -0.946945 -0.949166 4.102940 0.302 -0.006 -0.406 0.01
C 1.349817 -2.447606 0.415526 -0.092 0.198 0.216 0.13
C -1.452662 1.308314 -3.013823 -0.183 -0.324 0.128 0.00
C 3.648056 0.760145 4.444655 -0.134 -0.009 -0.103 0.01
H -4.981127 8.790344 0.686549 -0.024 0.014 -0.001 0.00
H 0.612625 1.999072 4.580798 0.002 -0.056 0.147 0.00
H -3.730110 -2.758257 3.121124 -0.024 -0.006 0.023 0.00
H -0.920740 2.737636 4.075065 0.001 0.043 0.066 0.01
C 0.768091 2.149168 -1.695506 -0.157 -0.183 0.165 0.05
C -3.014096 -2.386042 3.854866 0.093 0.032 -0.093 0.00
H -5.666249 3.003008 -0.295883 0.007 0.025 0.011 0.00
H 3.112544 -2.557988 3.595816 0.001 -0.044 0.041 0.00
H 2.015187 -0.082695 6.447907 0.017 0.029 -0.036 0.00
O -1.889588 2.328452 0.350328 -0.254 -0.016 -0.138 0.03
H 1.028353 -5.516319 2.673756 0.019 -0.008 -0.024 0.00
C -3.137947 6.930899 0.634448 -0.066 0.142 -0.024 0.00
H 3.729511 1.561654 1.398222 -0.114 -0.035 0.028 -0.01
H 2.030721 -3.751440 -1.114678 -0.015 0.020 0.004 0.00
C -2.675013 4.590323 0.333659 -0.406 0.211 -0.027 0.01
C 3.830877 1.728730 0.329964 0.088 0.149 0.032 0.01
```
Positions in Å, forces in eV/Å.

Net charge: +1
HOMO level (alpha / beta): -10.04 / -10.49 eV
Largest force on an atom: 1.50 eV Å⁻¹
Multiplicity: 6
DFT total energy: -2514.1621 hartree



Which of these has the lowest DFT total energy? C37H43F25N2O17S



The highest largest force on an atom belongs to which entry? C37H43FN2O5RuS



What is the formula in the second record? C37H43FN2O5RuS



Which of these has the lowest net charge? C37H43F25N2O17S